63
Properties=species:S:1:pos:R:3:forces:R:3 method="wB97M-V/def2-TZVPD" total_energy_ha=-2466.2550 multiplicity=1 largest_force_ev_per_a=7.223 e_lumo_ev=-3.32 charge=+1
C 3.972 2.186 2.180 -0.2 0.0 0.5
C 3.183 2.602 1.359 -1.0 -0.1 -0.8
C 2.052 2.980 0.335 2.4 -0.6 0.6
O 2.180 4.377 0.063 -0.9 -1.1 -0.3
C 1.310 4.855 -0.983 -0.4 1.7 0.3
C 2.210 5.728 -1.982 0.5 0.0 0.5
N 2.874 4.976 -3.063 -0.5 0.2 0.6
C 0.394 3.772 -1.694 -1.0 1.5 -0.6
C -1.097 3.754 -1.108 0.2 2.0 -0.3
F -1.142 3.666 0.271 0.0 -0.5 -2.2
F -1.612 5.030 -1.431 1.0 -2.0 0.4
C -2.049 2.719 -1.860 -2.4 -0.1 1.2
F -1.660 2.507 -3.165 -0.3 0.0 2.3
F -2.078 1.551 -1.097 0.7 1.6 -2.0
F -3.347 3.192 -1.859 2.6 -0.9 -0.3
N 0.989 2.395 -1.820 1.2 -0.5 -0.7
C 2.295 2.226 -1.073 1.0 -0.6 2.7
C 2.674 0.706 -0.800 0.6 0.5 -0.7
C 2.234 -0.294 -1.935 -1.0 -1.5 1.8
O 1.639 -1.284 -1.595 1.0 1.5 -1.1
Cl 2.534 -0.010 -3.705 0.0 0.4 1.2
H 4.600 1.821 3.035 -0.9 0.7 -1.5
H 1.084 2.671 0.831 0.7 0.4 -0.7
H 0.598 5.602 -0.495 0.7 -1.1 -0.6
H 3.044 6.164 -1.340 -1.2 -0.5 -0.7
H 1.641 6.629 -2.378 0.4 -1.4 0.3
H 3.710 4.477 -2.759 -0.4 0.2 -0.2
H 2.241 4.397 -3.615 0.5 0.3 0.0
H 0.253 4.144 -2.762 0.0 -0.5 1.4
H 1.219 2.215 -2.818 -0.4 -0.1 0.5
H 0.380 1.620 -1.509 -0.2 0.4 -0.1
H 3.165 2.732 -1.568 -1.4 -0.3 0.1
H 2.280 0.335 0.200 0.2 0.3 -1.5
H 3.808 0.673 -0.707 -1.4 0.1 -0.2
O -1.339 -1.865 2.945 3.7 0.5 -0.2
P -1.005 -2.975 1.939 -7.0 -1.8 0.3
N -2.065 -2.375 0.716 -0.6 0.4 -1.4
C -3.500 -2.262 0.925 -0.2 -0.1 0.4
C -1.570 -1.150 0.105 0.4 -0.3 0.1
N -1.650 -4.252 2.870 0.4 -0.1 1.3
C -2.792 -5.075 2.529 0.3 -0.7 -0.6
C -1.593 -4.099 4.324 0.1 0.4 0.1
N -0.494 -4.249 0.790 2.7 0.8 -0.4
C 0.974 -4.298 0.702 0.2 -0.4 0.3
C -1.051 -4.489 -0.535 -0.3 0.5 -0.4
H -3.992 -1.946 0.000 0.2 0.1 0.0
H -3.757 -1.553 1.718 -0.1 0.0 0.0
H -3.948 -3.226 1.156 0.1 0.0 0.2
H -0.534 -1.286 -0.229 0.1 0.0 0.1
H -1.593 -0.307 0.808 0.0 0.1 0.0
H -2.152 -0.881 -0.782 -0.1 -0.2 0.1
H -3.736 -4.603 2.818 0.0 0.1 0.1
H -2.735 -6.038 3.049 0.0 0.1 0.1
H -2.837 -5.327 1.470 0.1 0.2 0.0
H -2.404 -3.464 4.694 0.0 0.1 0.1
H -0.644 -3.658 4.631 -0.2 0.1 0.0
H -1.659 -5.069 4.825 -0.1 -0.1 -0.3
H 1.364 -3.439 0.145 0.1 -0.1 -0.1
H 1.316 -5.217 0.221 -0.1 0.0 0.0
H 1.414 -4.279 1.706 -0.1 0.1 0.0
H -0.786 -3.703 -1.251 -0.1 -0.1 -0.1
H -2.135 -4.591 -0.516 0.1 0.2 0.2
H -0.673 -5.438 -0.929 0.3 0.0 0.3

---

71
Properties=species:S:1:pos:R:3:forces:R:3 method="wB97M-V/def2-TZVPD" total_energy_ha=-3065.1683 multiplicity=1 largest_force_ev_per_a=6.110 e_lumo_ev=4.23 relative_energy_kcal_mol=70.8 charge=-2
Sr 0.982 0.070 0.524 -0.3 -3.9 -4.7
C -0.616 -4.113 3.684 0.0 0.0 0.0
N -1.829 -3.432 3.284 -0.1 -0.1 -0.1
C -2.717 -3.169 4.401 0.0 0.0 0.1
C -1.650 -2.402 2.330 0.0 -0.1 0.0
N -0.567 -1.893 1.967 0.5 0.4 -0.1
N -2.880 -2.051 1.756 0.0 0.0 0.1
C -3.093 -1.008 0.853 -0.1 0.1 -0.1
N -4.438 -1.004 0.420 0.0 -0.1 -0.1
N -2.187 -0.217 0.496 0.5 0.2 0.1
H -0.891 -5.049 4.175 0.0 0.0 0.0
H -0.006 -3.522 4.381 0.0 0.0 0.0
H -0.023 -4.344 2.801 0.0 0.0 0.0
H -3.107 -4.113 4.791 0.0 0.0 0.0
H -3.551 -2.548 4.084 0.0 0.0 0.0
H -2.198 -2.649 5.218 0.0 0.0 0.0
H 0.251 -2.123 2.524 -0.1 -0.2 0.2
H -3.516 -2.826 1.665 0.0 0.0 0.0
H -5.107 -1.233 1.140 0.0 0.1 0.1
H -4.680 -0.150 -0.055 0.0 0.0 0.0
H -2.457 0.544 -0.116 -0.3 -0.1 0.0
O 0.151 0.662 3.481 0.9 0.2 -0.5
P 1.757 0.620 3.329 1.1 -0.1 1.9
O 2.439 0.695 4.636 -0.2 0.1 -0.1
O 2.100 -0.470 2.352 0.9 -0.2 1.7
O 2.055 2.062 2.493 -0.7 -0.7 -0.2
P 0.882 2.846 1.706 0.1 2.4 0.6
O 0.074 3.570 2.933 0.2 -0.2 -0.3
O 1.472 3.879 0.830 0.1 -0.2 0.0
O -0.094 1.845 1.139 -1.1 2.4 1.1
H -0.032 1.036 2.575 -1.8 -0.3 0.6
H 0.732 4.047 3.449 -0.1 0.1 0.1
O 4.329 -0.404 -2.607 0.0 0.0 0.0
C 3.516 -0.568 -1.683 0.0 0.0 -0.1
O 2.631 0.223 -1.274 0.3 0.2 0.0
C 3.604 -1.927 -0.955 0.0 0.0 0.0
C 4.623 -2.816 -1.296 0.0 0.0 0.0
C 4.699 -4.033 -0.646 0.0 0.0 0.0
C 3.751 -4.333 0.324 0.0 0.0 0.0
C 2.773 -3.390 0.593 -0.1 0.0 0.0
N 2.697 -2.219 -0.025 0.1 0.3 0.0
H 5.317 -2.516 -2.068 0.0 0.0 0.0
H 5.480 -4.745 -0.890 0.0 0.0 0.0
H 3.771 -5.276 0.856 0.0 0.0 0.0
H 2.003 -3.585 1.333 0.0 0.0 0.0
C -0.880 1.524 -3.096 -0.1 0.0 -0.1
N -0.457 2.181 -1.871 0.2 -0.2 0.1
C 0.767 2.946 -2.142 0.0 0.0 -0.1
N 0.530 3.959 -3.194 0.0 0.0 0.0
C 0.072 3.270 -4.396 0.0 0.0 0.0
N -1.159 2.499 -4.174 0.0 0.0 0.0
C -2.181 3.422 -3.682 0.0 0.0 0.0
N -1.791 4.121 -2.454 0.0 0.0 0.0
C -1.493 3.097 -1.430 0.0 0.1 -0.1
C -0.537 4.840 -2.730 0.0 0.0 0.0
H -1.789 0.948 -2.907 0.0 0.0 0.0
H -0.097 0.837 -3.421 0.0 0.0 0.0
H 1.550 2.256 -2.464 0.0 0.0 0.0
H 1.089 3.442 -1.229 0.0 0.0 0.0
H 0.853 2.584 -4.727 0.0 0.0 0.0
H -0.116 4.007 -5.184 0.0 0.0 0.0
H -3.099 2.859 -3.489 0.0 0.0 0.0
H -2.385 4.168 -4.458 0.0 0.0 0.0
H -2.415 2.541 -1.229 0.0 0.0 0.0
H -1.169 3.590 -0.514 0.0 0.0 0.0
H -0.211 5.333 -1.812 0.0 0.0 0.0
H -0.736 5.598 -3.496 0.0 0.0 0.0
Cl -0.567 -3.287 -0.951 -0.2 -0.5 0.1
C -0.031 -1.600 -1.511 0.0 0.5 -0.2
H -0.919 -1.262 -2.071 0.0 -0.1 0.0
H 0.721 -1.842 -2.275 0.0 0.0 0.0

---

56
Properties=species:S:1:pos:R:3:forces:R:3 method="wB97M-V/def2-TZVPD" total_energy_ha=-2892.5326 multiplicity=5 largest_force_ev_per_a=4.024 e_lumo_ev="0.16 / -0.01" s2=6.23
P 0.300 -2.938 1.539 -0.8 3.7 -1.3
P 0.042 2.738 0.957 0.5 -2.7 0.8
C 0.085 -1.391 0.644 0.4 -2.0 -0.1
C 0.767 1.365 0.111 -0.9 -0.9 -1.0
H -0.888 -1.428 0.080 1.0 -0.4 0.3
H 0.956 -1.183 -0.041 -1.2 -0.4 1.2
H 1.726 1.050 0.500 0.2 0.1 0.2
H 0.394 0.778 -0.752 0.8 0.9 0.7
C -1.587 3.216 0.349 0.0 0.9 -0.6
H -2.144 3.691 1.185 0.5 -0.2 -0.6
H -2.161 2.321 0.006 0.5 0.6 0.2
H -1.381 3.898 -0.489 -1.0 0.1 0.0
C 1.385 3.894 0.912 0.0 1.5 0.1
H 1.157 4.493 0.004 0.9 0.2 0.6
H 2.291 3.272 0.784 -0.5 0.6 0.0
H 1.426 4.460 1.871 0.1 0.0 -1.0
C -0.888 -4.130 0.832 -0.7 -0.8 1.1
H -1.220 -4.909 1.557 0.5 0.3 -0.5
H -0.489 -4.605 -0.068 0.1 0.1 0.2
H -1.816 -3.605 0.546 0.5 0.1 0.2
C 2.006 -3.405 1.217 0.5 -0.4 1.6
H 2.627 -2.500 1.331 -0.4 -0.3 -0.1
H 2.122 -3.807 0.222 0.0 -0.1 -0.2
H 2.366 -4.128 1.985 -0.2 0.3 -0.7
Cr -0.800 0.422 1.065 0.7 0.7 2.9
C 0.176 1.638 -2.570 -0.5 1.7 -0.7
C -1.165 1.690 -2.416 1.5 0.7 -1.0
C -2.088 0.735 -3.060 -0.7 -0.8 -0.8
C -1.573 -0.715 -3.239 -0.7 0.8 -0.5
C -0.711 -1.194 -2.146 1.1 -1.5 -0.9
C 0.630 -1.190 -2.194 -0.8 -1.2 -0.9
C 1.449 -0.477 -3.211 1.0 0.0 -0.7
C 0.915 0.899 -3.635 0.2 -0.4 -0.9
C 0.017 -2.501 3.282 0.1 -0.8 0.7
H 0.868 2.284 -2.005 -1.0 0.1 -0.5
H -1.618 2.594 -2.022 0.1 -0.5 0.6
H -2.388 1.067 -4.055 -0.1 0.3 -0.1
H -3.020 0.678 -2.499 -0.1 0.1 0.2
H -2.429 -1.396 -3.268 -0.1 0.2 -0.1
H -1.101 -0.837 -4.220 0.2 0.1 0.2
H -1.207 -1.931 -1.521 0.3 0.3 0.1
H 1.136 -1.971 -1.632 0.1 0.5 0.1
H 1.586 -1.068 -4.147 -0.3 0.0 0.6
H 2.487 -0.373 -2.853 -0.4 0.0 0.2
H 1.778 1.520 -3.930 -0.2 -0.2 0.2
H 0.349 0.817 -4.596 0.0 0.0 0.9
H 0.544 -1.585 3.631 -0.3 -0.6 -1.0
H 0.399 -3.319 3.897 -0.3 -0.1 0.3
H -1.059 -2.331 3.502 0.6 -0.2 -0.3
F -1.559 0.313 4.117 -0.1 0.0 0.6
C -0.726 1.111 3.330 -0.4 0.3 -0.1
F -1.341 2.422 3.415 0.1 -0.9 0.4
C 0.542 1.333 4.211 -0.9 0.2 0.0
F 1.147 0.132 4.527 -0.1 1.2 -0.3
F 1.416 2.140 3.568 0.2 -0.8 0.4
F 0.269 1.950 5.391 0.3 -0.5 -0.4

---

56
Properties=species:S:1:pos:R:3:forces:R:3 method="wB97M-V/def2-TZVPD" total_energy_ha=-1876.3392 multiplicity=4 largest_force_ev_per_a=6.173 e_lumo_ev="-7.90 / -9.13" s2=3.81 relative_energy_kcal_mol=217.8 charge=+2
P 0.325 1.180 2.077 3.9 4.6 1.4
P 1.922 -0.693 -0.735 4.6 0.1 -0.6
C 2.140 0.553 1.865 -0.6 -0.7 -0.8
C 2.701 0.641 0.478 -0.7 -0.3 -0.2
H 2.113 -0.476 2.231 0.0 0.0 -0.1
H 2.797 1.098 2.559 -0.7 0.1 -0.1
H 2.620 1.640 0.034 0.0 -0.3 0.1
H 3.774 0.420 0.532 -0.3 -0.3 -0.4
C 3.210 -2.041 -0.482 -0.5 -0.7 0.4
H 3.174 -2.797 -1.277 -0.3 0.2 0.1
H 3.016 -2.554 0.469 0.0 0.0 -0.2
H 4.264 -1.696 -0.472 -0.9 0.3 0.0
C 3.330 0.111 -2.083 0.7 0.7 -0.7
H 4.384 0.142 -1.769 -0.4 -0.2 0.6
H 3.049 1.149 -2.287 -0.4 -0.1 0.2
H 3.360 -0.379 -3.068 -0.5 -0.3 0.6
C 0.414 0.908 3.897 -1.2 -0.2 0.6
H -0.514 1.166 4.403 -0.1 -0.1 0.1
H 1.216 1.469 4.388 -0.1 0.1 -0.6
H 0.625 -0.149 4.061 -0.3 -0.1 -0.1
C 1.210 2.939 2.273 0.1 0.9 0.6
H 1.592 3.312 1.306 -0.3 -0.2 0.4
H 2.027 2.935 3.007 -0.2 -0.3 -0.1
H 0.434 3.627 2.655 0.7 0.0 -0.2
Re -2.518 -2.020 1.006 -2.5 0.7 0.0
C 0.324 0.055 -2.867 -0.1 -1.0 0.2
C 1.069 -0.946 -2.329 -2.8 1.3 0.6
C 0.398 -1.619 0.484 -0.5 -0.7 0.7
C -0.873 -1.078 0.934 0.1 -0.1 0.7
C -0.762 2.657 1.222 -2.9 -3.4 -2.5
C -0.913 2.671 -0.127 0.3 0.7 0.3
C 0.069 2.145 -1.179 -0.1 -0.2 0.1
C -0.554 1.071 -2.166 0.2 1.3 0.5
C -3.855 -0.398 1.014 -0.7 0.5 0.0
H 0.122 0.102 -3.937 -0.2 -1.0 0.1
H 0.815 -2.010 -2.443 1.2 0.2 -1.0
H 1.080 -1.877 1.313 -0.1 -0.1 -0.5
H 0.158 -2.471 -0.194 0.7 0.4 0.4
H -3.431 -2.489 2.392 1.2 0.2 0.2
H -1.031 -0.368 1.800 0.2 -0.6 -0.7
H -1.720 2.776 1.764 1.1 0.2 0.5
H -1.833 3.225 -0.437 0.9 -0.2 0.1
H 0.843 1.700 -0.512 -0.2 0.2 -1.0
H 0.525 2.956 -1.817 -0.4 -0.6 1.0
H -1.371 0.547 -1.635 0.6 -0.1 -0.3
H -1.046 1.567 -3.009 -0.1 0.4 0.5
H -3.957 0.071 0.009 0.5 -0.3 0.7
H -3.583 0.369 1.772 0.1 -0.5 -0.4
H -4.892 -0.697 1.292 0.7 -0.3 -0.1
F -5.304 -3.219 -2.518 1.4 0.4 -0.3
C -3.996 -2.967 -2.819 -0.6 -0.3 -0.4
F -3.354 -4.157 -2.916 -0.4 1.1 0.0
F -3.923 -2.310 -3.996 -0.1 -0.8 1.2
C -3.354 -2.083 -1.681 -0.9 0.3 -2.6
O -3.256 -2.777 -0.570 0.6 0.1 0.2
O -3.062 -0.935 -1.911 0.2 -1.0 0.8